Here is C25H28IrO7S2 as an isolated structure in a non-equilibrium geometry from the Open Molecules 2025 dataset. Energies are from the ωB97M-V functional and the def2-TZVPD basis.

As for the electronic energy: -65218.064 eV. The LUMO energy (spin up / spin down) comes out at 0.0750 / 0.0714 Ha. The spin multiplicity is 5. Its energy above the lowest of the compared OMol25 structures with the same formula, charge and spin is 3.378 eV. The total charge is -1. The calculation puts the HOMO-LUMO gap (spin up / spin down) at 5.044 / 6.743 eV.

CARTESIAN COORDINATES (ANGSTROEM)
Ir1 0.77 0.54 0.74
S1 1.99 -3.01 -1.42
S2 2.93 0.62 0.43
O1 -2.59 -0.85 -3.48
O2 0.61 1.91 -0.79
O3 1.24 -3.38 -2.56
O4 -1.19 0.20 0.23
O5 3.34 -3.52 -1.32
O6 5.36 0.56 -1.85
O7 -0.69 -0.81 -1.75
C1 -2.87 -0.06 -1.31
C2 -1.06 -1.20 2.57
C3 3.21 1.68 -1.11
C4 2.38 -0.02 3.47
C5 0.36 -1.12 2.17
C6 -0.04 1.54 -3.16
C7 -3.41 -0.39 -2.55
C8 -1.36 -0.16 3.34
C9 -5.49 0.32 -1.83
C10 -4.72 -0.19 -2.85
C11 -1.42 -0.25 -0.93
C12 -0.13 0.62 3.56
C13 2.80 0.74 -3.47
C14 0.97 1.63 -2.03
C15 0.99 -0.01 2.88
C16 1.20 -2.36 1.85
C17 5.13 -0.05 -3.06
C18 -3.68 0.47 -0.33
C19 0.03 1.89 4.23
C20 4.09 0.17 -3.83
C21 -2.74 0.32 3.74
C22 4.62 1.72 -1.58
C23 -4.99 0.65 -0.61
C24 2.29 1.37 -2.26
C25 -1.94 -2.25 1.92
H1 2.20 -0.43 4.44
H2 -1.71 -3.33 2.26
H3 2.04 0.67 -4.22
H4 2.16 -1.93 1.43
H5 4.06 -0.22 -4.83
H6 -6.55 0.50 -2.00
H7 -0.12 0.52 -3.60
H8 3.16 -0.68 2.94
H9 0.58 2.49 3.51
H10 5.86 -0.82 -3.35
H11 -0.98 1.95 -2.84
H12 -5.72 0.96 0.12
H13 -1.92 -2.19 0.81
H14 2.73 1.00 3.66
H15 -3.17 0.65 0.61
H16 -2.73 1.06 4.50
H17 -2.93 -2.08 2.18
H18 0.72 1.89 5.11
H19 0.77 -3.06 1.19
H20 1.40 -2.86 2.77
H21 -0.93 2.36 4.44
H22 -3.39 0.64 2.88
H23 -4.90 -0.36 -3.89
H24 2.86 2.68 -0.78
H25 0.37 2.11 -4.01
H26 5.17 2.67 -1.42
H27 -3.30 -0.51 4.21
H28 -1.70 -1.00 -3.13

Mulliken atomic charge list, values in e, 4 entries: atom 1 (Ir): 1.066, atom 2 (S): 0.886, atom 3 (S): -0.447, atom 4 (O): -0.699